Record 1
Here is a molecular structure, C55H48Br2ClCsN6O3P2Te from the OMol25 dataset. Energies are from the ωB97M-V functional and the def2-TZVPD basis.

Values from the calculation:
Kohn-Sham gap = 3.4 eV
HOMO level = -0.177 eV
charge = -2

Last column: Löwdin charge in e.
Positions of all 119 atoms, in Å:
Cs1 0.903 -0.629 -1.233  0.76
Br1 6.087 -6.891 -1.766  0.71
C1 4.655 -5.643 -1.856  -0.68
C2 3.653 -5.692 -0.913  -0.10
C3 2.634 -4.760 -1.053  -0.10
N1 2.598 -3.849 -2.016  0.14
C4 3.575 -3.814 -2.913  -0.19
C5 4.639 -4.709 -2.872  -0.06
C6 3.473 -2.729 -3.948  -0.21
C7 4.540 -2.366 -4.750  -0.07
C8 4.363 -1.278 -5.597  -0.67
Br2 5.809 -0.728 -6.703  0.70
C9 3.185 -0.579 -5.617  -0.14
C10 2.172 -1.059 -4.787  -0.21
N2 2.298 -2.114 -4.006  0.11
H1 3.660 -6.410 -0.106  0.10
H2 1.802 -4.744 -0.352  0.11
H3 5.422 -4.696 -3.614  0.10
H4 5.492 -2.873 -4.710  0.09
H5 3.053 0.318 -6.202  0.10
H6 1.207 -0.566 -4.781  0.10
Te1 2.169 3.079 3.086  1.21
C11 1.649 3.093 5.143  -0.54
C12 1.370 1.916 5.828  -0.12
C13 1.003 1.982 7.162  -0.17
N3 0.887 3.119 7.860  0.03
C14 1.152 4.242 7.192  -0.19
C15 1.533 4.282 5.857  -0.15
C16 1.142 1.292 2.653  -1.01
P1 2.079 -0.140 1.985  0.83
C17 3.492 -0.326 3.177  -0.38
C18 3.472 -1.115 4.328  -0.09
C19 4.582 -1.199 5.162  -0.10
C20 5.737 -0.490 4.864  -0.12
C21 5.777 0.294 3.718  -0.10
C22 4.672 0.363 2.883  -0.15
C23 1.004 -1.527 2.607  -0.40
C24 1.114 -2.783 2.020  -0.12
C25 0.331 -3.848 2.458  -0.10
C26 -0.567 -3.670 3.500  -0.11
C27 -0.670 -2.423 4.109  -0.09
C28 0.109 -1.363 3.664  -0.13
P2 -0.361 1.457 1.682  0.87
C29 -0.192 2.639 0.276  -0.42
C30 1.017 3.040 -0.279  -0.16
C31 1.047 3.969 -1.318  -0.11
C32 -0.131 4.509 -1.805  -0.12
C33 -1.352 4.080 -1.288  -0.11
C34 -1.379 3.138 -0.276  -0.13
C35 -1.349 2.504 2.856  -0.37
C36 -1.344 3.897 2.894  -0.12
C37 -1.986 4.587 3.918  -0.10
C38 -2.645 3.899 4.927  -0.12
C39 -2.671 2.509 4.897  -0.10
C40 -2.033 1.827 3.870  -0.11
H7 1.423 0.964 5.310  0.07
H8 0.787 1.068 7.709  0.09
H9 1.042 5.166 7.753  0.09
H10 1.715 5.236 5.374  0.08
H11 2.578 -1.670 4.583  0.09
H12 4.540 -1.821 6.049  0.09
H13 6.600 -0.549 5.517  0.09
H14 6.673 0.851 3.472  0.09
H15 4.721 0.960 1.979  0.09
H16 1.814 -2.936 1.204  0.08
H17 0.408 -4.813 1.970  0.09
H18 -1.186 -4.497 3.830  0.09
H19 -1.364 -2.275 4.930  0.09
H20 0.038 -0.385 4.127  0.07
H21 1.951 2.613 0.074  0.07
H22 1.999 4.244 -1.756  0.09
H23 -0.106 5.235 -2.610  0.09
H24 -2.281 4.464 -1.696  0.10
H25 -2.330 2.788 0.112  0.10
H26 -0.816 4.453 2.129  0.09
H27 -1.954 5.671 3.935  0.09
H28 -3.131 4.437 5.732  0.09
H29 -3.178 1.957 5.680  0.09
H30 -2.058 0.743 3.847  0.09
O1 -7.324 -0.628 -3.295  -0.06
C41 -6.897 -1.048 -2.004  -0.21
C42 -5.472 -0.638 -1.767  -0.20
C43 -4.821 -1.072 -0.623  -0.02
C44 -3.506 -0.687 -0.426  -0.11
N4 -2.840 0.077 -1.283  0.14
C45 -3.461 0.497 -2.377  -0.20
C46 -4.782 0.164 -2.658  0.04
C47 -2.645 1.347 -3.303  -0.21
C48 -3.220 2.172 -4.259  0.03
C49 -2.394 2.943 -5.070  -0.21
C50 -2.981 3.849 -6.121  -0.22
O2 -4.051 3.245 -6.847  -0.07
C51 -1.026 2.860 -4.882  -0.02
C52 -0.533 2.018 -3.888  -0.14
N5 -1.330 1.275 -3.126  0.13
H31 -8.182 -1.021 -3.471  0.08
H32 -6.970 -2.133 -1.901  0.12
H33 -7.526 -0.596 -1.230  0.12
H34 -5.322 -1.712 0.095  0.11
H35 -2.948 -1.015 0.447  0.11
H36 -5.264 0.481 -3.571  0.11
H37 -4.295 2.232 -4.374  0.12
H38 -2.187 4.175 -6.798  0.11
H39 -3.405 4.740 -5.656  0.12
H40 -3.806 2.329 -7.016  0.09
H41 -0.340 3.443 -5.489  0.11
H42 0.536 1.931 -3.692  0.00
N6 -1.945 -4.431 -0.439  0.13
C53 -1.074 -3.728 -1.266  -0.57
O3 -0.522 -2.707 -0.820  -0.36
C54 -0.933 -4.253 -2.656  -0.32
C55 -2.084 -3.631 -3.451  -0.20
H43 -2.303 -3.891 0.334  0.08
H44 -2.630 -4.988 -0.922  0.08
H45 -0.984 -5.352 -2.650  0.08
H46 0.038 -3.943 -3.046  0.07
H47 -3.079 -3.890 -3.078  -0.06
H48 -1.966 -2.558 -3.614  -0.05
Cl1 2.713 1.219 -2.877  -0.37


Record 2
Here is a molecular structure, C55H48ClGeNO6ReS3 from the OMol25 dataset. Energies are from the ωB97M-V functional and the def2-TZVPD basis.

Values from the calculation:
Kohn-Sham gap (alpha / beta) = 3.3 / 5.3 eV
HOMO level (alpha / beta) = 0.530 / -1.558 eV
⟨S²⟩ = 3.830
spin multiplicity = 4
charge = -2

Last column: Löwdin charge in e.
Positions of all 116 atoms, in Å:
Re1 -0.308 0.148 -0.841  1.47
O1 -0.834 -0.311 2.081  -0.55
S1 -0.725 -0.214 3.552  0.96
C1 -2.143 0.817 4.157  -0.29
C2 -3.167 1.086 3.053  -0.24
C3 -2.943 2.392 2.295  -0.26
C4 -4.072 2.634 1.300  -0.30
S2 -3.743 1.780 -0.276  1.01
O2 -2.398 1.147 -0.052  -0.62
C5 -3.520 3.232 -1.303  -0.38
C6 -2.250 3.721 -1.522  -0.05
C7 -2.104 4.864 -2.301  -0.05
C8 -3.215 5.490 -2.845  -0.10
C9 -4.488 4.974 -2.623  -0.10
C10 -4.644 3.833 -1.853  -0.10
C11 -1.364 -1.808 4.115  -0.38
C12 -1.978 -2.612 3.166  -0.04
C13 -2.453 -3.860 3.551  -0.06
C14 -2.296 -4.292 4.861  -0.09
C15 -1.656 -3.485 5.797  -0.11
C16 -1.179 -2.237 5.420  -0.11
H1 -1.705 1.741 4.539  0.08
H2 -2.582 0.267 4.988  0.07
H3 -4.163 1.104 3.509  0.11
H4 -3.150 0.256 2.338  0.10
H5 -1.979 2.377 1.778  0.02
H6 -2.910 3.231 3.000  0.12
H7 -4.231 3.686 1.065  0.09
H8 -5.014 2.217 1.667  0.08
H9 -1.391 3.230 -1.095  0.04
H10 -1.107 5.252 -2.476  0.11
H11 -3.092 6.376 -3.457  0.09
H12 -5.356 5.451 -3.064  0.09
H13 -5.626 3.400 -1.700  0.11
H14 -2.047 -2.267 2.138  0.08
H15 -2.929 -4.497 2.816  0.06
H16 -2.649 -5.275 5.151  0.09
H17 -1.515 -3.834 6.813  0.09
H18 -0.667 -1.603 6.135  0.10
O3 2.194 1.798 -3.063  0.03
C17 1.399 2.239 -2.247  -0.61
O4 0.227 1.731 -2.027  -0.26
C18 1.722 3.532 -1.515  -0.16
C19 2.539 4.407 -2.236  -0.06
C20 2.915 5.646 -1.752  -0.13
C21 2.476 6.015 -0.481  -0.14
C22 1.688 5.157 0.257  -0.16
C23 1.267 3.888 -0.214  -0.66
S3 0.339 2.878 0.859  0.58
H19 2.876 4.068 -3.207  0.10
H20 3.543 6.304 -2.341  0.08
H21 2.753 6.978 -0.065  0.08
H22 1.361 5.439 1.251  0.07
C24 -2.782 -5.640 0.685  -0.11
C25 -2.204 -4.320 0.297  -0.33
C26 -0.815 -4.105 0.125  -0.08
C27 -0.308 -2.881 -0.190  -0.16
N1 -1.098 -1.751 -0.357  -0.17
C28 -2.455 -1.951 -0.191  -0.18
C29 -3.009 -3.151 0.126  -0.10
H23 -2.154 -6.466 0.337  0.07
H24 -3.778 -5.782 0.253  0.07
H25 -2.898 -5.775 1.774  0.03
H26 -0.111 -4.922 0.257  0.10
H27 0.755 -2.725 -0.300  0.07
H28 -3.071 -1.073 -0.327  0.08
H29 -4.088 -3.204 0.233  0.10
C30 1.244 -0.165 -0.145  -0.43
Ge1 2.978 -0.626 0.509  0.91
C31 4.242 -0.630 -0.980  -0.27
C32 5.547 -0.164 -0.846  -0.11
C33 6.417 -0.161 -1.929  -0.11
C34 5.986 -0.625 -3.163  -0.11
C35 4.684 -1.081 -3.314  -0.09
C36 3.817 -1.077 -2.231  -0.10
C37 2.879 -2.442 1.222  -0.28
C38 3.733 -3.450 0.782  -0.10
C39 3.591 -4.755 1.243  -0.10
C40 2.587 -5.065 2.152  -0.11
C41 1.725 -4.069 2.596  -0.09
C42 1.868 -2.771 2.129  -0.11
C43 3.685 0.534 1.899  -0.27
C44 3.773 1.909 1.681  -0.10
C45 4.268 2.751 2.665  -0.08
C46 4.678 2.228 3.884  -0.11
C47 4.596 0.863 4.117  -0.11
C48 4.102 0.022 3.125  -0.11
H30 5.885 0.213 0.113  0.09
H31 7.426 0.217 -1.813  0.09
H32 6.659 -0.611 -4.013  0.09
H33 4.334 -1.416 -4.283  0.10
H34 2.786 -1.386 -2.368  0.10
H35 4.512 -3.218 0.064  0.09
H36 4.258 -5.531 0.884  0.09
H37 2.462 -6.084 2.499  0.09
H38 0.920 -4.310 3.285  0.10
H39 1.160 -2.008 2.442  0.08
H40 3.435 2.334 0.747  0.09
H41 4.308 3.817 2.480  0.10
H42 5.057 2.888 4.658  0.09
H43 4.911 0.452 5.069  0.09
H44 4.033 -1.044 3.315  0.09
Cl1 -2.130 -2.026 -8.946  0.59
C49 -2.285 -1.382 -7.317  -0.67
C50 -1.142 -1.068 -6.603  -0.11
C51 -1.272 -0.586 -5.308  0.00
C52 -2.530 -0.402 -4.748  -0.12
C53 -3.661 -0.705 -5.494  -0.02
C54 -3.549 -1.208 -6.783  -0.12
C55 -2.670 0.097 -3.319  -0.60
O5 -3.733 0.633 -2.990  -0.01
O6 -1.649 -0.103 -2.607  -0.16
H45 -0.167 -1.205 -7.052  0.10
H46 -0.400 -0.342 -4.714  0.12
H47 -4.631 -0.532 -5.045  0.11
H48 -4.424 -1.458 -7.368  0.09


Record 3
Here is a molecular structure, C55H50As2CoN4O4S from the OMol25 dataset. Energies are from the ωB97M-V functional and the def2-TZVPD basis.

Values from the calculation:
Kohn-Sham gap (alpha / beta) = 5.8 / 5.9 eV
HOMO level (alpha / beta) = -1.961 / -2.050 eV
⟨S²⟩ = 3.759
spin multiplicity = 4
charge = -2

Last column: Löwdin charge in e.
Positions of all 117 atoms, in Å:
Co1 0.139 1.961 -0.243  0.37
O1 2.731 2.081 2.889  0.00
C1 2.007 2.311 1.920  -0.59
O2 1.626 1.468 1.025  -0.24
C2 1.399 3.767 1.665  -0.59
O3 1.864 4.739 2.270  -0.01
O4 0.463 3.749 0.800  -0.13
S1 -1.411 3.108 -1.564  0.68
C3 -1.659 2.409 -3.139  -0.68
C4 -2.387 3.179 -4.077  -0.14
C5 -2.660 2.725 -5.349  -0.12
C6 -2.235 1.460 -5.752  -0.12
C7 -1.543 0.677 -4.847  -0.15
C8 -1.234 1.121 -3.557  -0.39
As1 -0.201 -0.050 -2.365  1.37
C9 -1.102 -1.710 -2.960  -0.35
C10 -0.456 -2.757 -3.611  -0.10
C11 -1.170 -3.855 -4.073  -0.10
C12 -2.541 -3.933 -3.871  -0.11
C13 -3.186 -2.922 -3.172  -0.09
C14 -2.471 -1.823 -2.721  -0.10
C15 1.383 -0.426 -3.487  -0.39
C16 1.626 0.053 -4.771  -0.09
C17 2.761 -0.340 -5.473  -0.10
C18 3.688 -1.197 -4.898  -0.11
C19 3.471 -1.670 -3.612  -0.10
C20 2.333 -1.284 -2.920  -0.14
H1 -2.728 4.156 -3.753  0.08
H2 -3.220 3.352 -6.037  0.09
H3 -2.440 1.091 -6.750  0.08
H4 -1.226 -0.317 -5.147  0.10
H5 0.611 -2.705 -3.790  0.08
H6 -0.655 -4.651 -4.599  0.09
H7 -3.101 -4.783 -4.246  0.09
H8 -4.252 -2.986 -2.983  0.10
H9 -2.989 -1.035 -2.188  0.07
H10 0.924 0.726 -5.242  0.09
H11 2.921 0.032 -6.479  0.09
H12 4.578 -1.482 -5.449  0.09
H13 4.197 -2.320 -3.135  0.10
H14 2.154 -1.674 -1.924  0.10
C21 2.761 3.812 -3.411  -0.06
C22 1.722 3.408 -2.600  -0.13
N1 1.900 2.595 -1.555  0.05
C23 3.135 2.191 -1.279  -0.05
C24 4.259 2.546 -2.040  -0.19
C25 4.037 3.356 -3.146  -0.03
C26 5.582 1.973 -1.778  -0.04
C27 6.204 1.685 -0.623  -0.04
C28 5.983 2.169 0.744  -0.28
C29 6.754 1.631 1.774  -0.03
C30 6.731 2.267 2.997  -0.15
N2 5.985 3.336 3.235  0.09
C31 5.190 3.701 2.227  -0.18
N3 5.168 3.194 0.997  0.17
H15 2.560 4.468 -4.248  0.10
H16 0.710 3.758 -2.760  0.06
H17 3.253 1.531 -0.429  0.11
H18 4.870 3.627 -3.787  0.11
H19 6.124 1.684 -2.676  0.10
H20 7.098 1.078 -0.711  0.09
H21 7.355 0.746 1.601  0.10
H22 7.348 1.925 3.822  0.10
H23 4.489 4.499 2.438  0.11
C32 -2.996 0.309 7.921  -0.07
C33 -2.366 0.144 6.559  -0.29
C34 -2.089 1.237 5.754  -0.03
C35 -1.527 1.097 4.484  -0.30
C36 -1.105 2.355 3.766  -0.06
C37 -1.310 -0.188 3.953  -0.27
As2 -0.379 -0.339 2.169  1.37
N4 -1.203 0.723 0.911  -0.31
C38 -2.575 0.884 0.817  -0.41
C39 -3.215 0.727 -0.433  -0.12
C40 -4.578 0.884 -0.601  -0.11
C41 -5.397 1.196 0.480  -0.14
C42 -4.801 1.343 1.726  -0.11
C43 -3.434 1.192 1.894  -0.06
C44 -0.915 -2.195 1.522  -0.27
C45 -2.184 -2.788 1.440  -0.29
C46 -3.435 -2.137 1.975  -0.05
C47 -2.324 -4.077 0.917  -0.04
C48 -1.242 -4.810 0.465  -0.29
C49 -1.399 -6.221 -0.041  -0.06
C50 0.012 -4.214 0.529  -0.04
C51 0.190 -2.940 1.055  -0.30
C52 1.609 -2.423 1.195  -0.11
C53 -1.465 -1.288 4.818  -0.28
C54 -1.001 -2.675 4.435  -0.05
C55 -2.006 -1.111 6.087  -0.04
H24 -3.133 1.365 8.157  0.06
H25 -2.372 -0.139 8.699  0.07
H26 -3.973 -0.180 7.960  0.07
H27 -2.292 2.238 6.123  0.11
H28 -1.758 3.194 4.015  0.09
H29 -1.089 2.247 2.682  0.04
H30 -0.089 2.614 4.077  0.10
H31 -2.599 0.470 -1.280  0.02
H32 -5.013 0.754 -1.588  0.09
H33 -6.464 1.329 0.348  0.08
H34 -5.415 1.578 2.590  0.09
H35 -3.027 1.311 2.882  0.07
H36 -3.201 -1.371 2.708  0.05
H37 -4.083 -2.885 2.442  0.08
H38 -3.997 -1.665 1.166  0.08
H39 -3.316 -4.525 0.899  0.11
H40 -2.394 -6.609 0.188  0.07
H41 -0.656 -6.880 0.416  0.07
H42 -1.259 -6.262 -1.120  0.07
H43 0.879 -4.773 0.182  0.11
H44 2.320 -3.132 0.761  0.07
H45 1.865 -2.280 2.246  0.06
H46 1.727 -1.445 0.726  0.04
H47 -0.018 -2.624 3.962  0.07
H48 -1.679 -3.155 3.729  0.07
H49 -0.923 -3.304 5.324  0.07
H50 -2.136 -1.979 6.732  0.11


Taking the records one at a time from the top gives energy relative to the best compared isomer or geometry (same formula, charge and spin) values of 0.690; 0.000; 0.483 eV.
Taking the records one at a time from the top gives molar mass values of 1358.7; 1209.5; 1071.9 g mol⁻¹.
Taking the records one at a time from the top gives electronic energy values of -251923.917; -175262.590; -242139.618 eV.